# 1
ORCA calculation (the ωB97M-V functional and the def2-TZVPD basis) on 2 unconnected molecules or ions with the total composition C5H14.

Last column: Löwdin charge in e.
Element x y z (Å)
1 C -1.384 -1.006 1.221  -0.1185
2 C -1.531 -0.033 0.040  -0.3114
3 C -2.528 1.067 0.366  -0.1371
4 H -0.524 -0.792 1.876  0.0681
5 H -2.282 -0.907 1.842  0.0645
6 H -1.179 -2.039 0.939  0.0625
7 H -0.574 0.444 -0.170  0.0623
8 H -1.825 -0.592 -0.847  0.0975
9 H -2.116 1.679 1.179  0.0740
10 H -2.737 1.803 -0.415  0.0660
11 H -3.494 0.696 0.733  0.0700
12 C 2.748 -0.733 -1.016  -0.1701
13 C 2.280 0.677 -0.640  -0.1637
14 H 2.863 -0.818 -2.098  0.0609
15 H 3.759 -0.913 -0.634  0.0604
16 H 2.085 -1.507 -0.635  0.0562
17 H 2.360 0.833 0.433  0.0662
18 H 1.236 0.764 -0.926  0.0314
19 H 2.842 1.376 -1.247  0.0609

As for the SMILES: CCC.CC. The value obtained for the total energy is -5411.7737 eV. The HOMO energy comes out at -11.28 eV.

# 2
ORCA calculation (the ωB97M-V functional and the def2-TZVPD basis) on a single C5H6OS2 molecule.

Last column: Löwdin charge in e.
Element x y z (Å)
1 C -0.373 1.903 -0.184  0.0268
2 C -0.112 0.595 -0.186  -0.6297
3 C -0.921 -0.423 0.560  -0.1723
4 C -1.563 -1.370 -0.447  -0.2759
5 O -2.722 -1.697 -0.408  0.0570
6 S 1.210 -0.060 -1.179  0.9160
7 C 2.389 -0.219 0.050  -1.0991
8 S 3.776 -1.015 -0.072  0.6163
9 H 0.320 2.619 -0.627  0.0704
10 H -1.224 2.340 0.323  0.0738
11 H -0.293 -1.087 1.187  0.1353
12 H -1.708 0.057 1.144  0.1242
13 H -0.856 -1.909 -1.161  0.1207
14 H 2.076 0.266 1.000  0.0364

As for the SMILES: C=C(CC=O)SC=S. The value obtained for the total energy is -28998.4011 eV. The HOMO energy comes out at -8.98 eV.

# 3
ORCA calculation (the ωB97M-V functional and the def2-TZVPD basis) on a molecular structure, C11H20Br2NSiY.

Last column: Löwdin charge in e.
Element x y z (Å)
1 Y 0.737 0.221 -0.003  1.2852
2 Br 0.471 0.763 2.913  0.7299
3 C 0.857 2.626 2.470  -0.8807
4 Br 0.199 3.111 0.710  0.7356
5 H 1.932 2.752 2.483  0.0250
6 H 0.335 3.237 3.196  0.0279
7 C 5.046 -1.414 -0.915  -0.1411
8 Si 3.345 -0.787 -0.595  0.4029
9 C 2.297 -0.794 -2.209  -0.1872
10 C 2.386 -2.064 0.487  -0.1894
11 C 2.898 0.865 0.148  -0.4298
12 H 5.009 -2.408 -1.361  0.0552
13 H 5.615 -1.468 0.015  0.0552
14 H 5.584 -0.747 -1.591  0.0557
15 H 2.493 -1.722 -2.751  0.0655
16 H 2.574 0.037 -2.861  0.0596
17 H 1.186 -0.797 -2.178  0.0069
18 H 2.545 -3.048 0.042  0.0650
19 H 1.280 -2.040 0.609  0.0021
20 H 2.786 -2.090 1.503  0.0597
21 H 3.314 1.640 -0.508  0.0191
22 H 3.376 0.971 1.129  0.0116
23 C -6.019 0.152 -0.145  -0.0094
24 C -4.529 0.211 -0.085  -0.2143
25 C -3.787 1.034 -0.932  0.0167
26 C -2.414 1.055 -0.835  -0.1479
27 N -1.726 0.314 0.053  -0.1364
28 C -2.440 -0.484 0.870  -0.1405
29 C -3.812 -0.562 0.832  0.0143
30 H -6.419 0.804 -0.916  0.0920
31 H -6.448 0.442 0.816  0.1060
32 H -6.346 -0.869 -0.345  0.1061
33 H -4.279 1.657 -1.666  0.1331
34 H -1.836 1.701 -1.489  0.1077
35 H -1.882 -1.076 1.588  0.1019
36 H -4.327 -1.222 1.518  0.1368

The value obtained for the total energy is -162213.1462 eV. Its net charge is +2. The HOMO energy comes out at -15.45 eV.

Q: total energy of number 1 (C5H14)?
A: -5411.7737 eV